a:
Here is a cluster of 2 separate species, C3H9NS in total from the OMol25 dataset. Energies are from ωB97M-V/def2-TZVPD.

The geometry in ORCA input format:
```
! wB97M-V def2-TZVPD RIJCOSX def2/J DEFGRID3
* xyz 0 1
C -0.350 1.340 1.800
C -1.063 0.713 0.645
C -1.995 1.330 -0.067
N -0.590 -0.579 0.315
H -0.880 2.234 2.118
H -0.254 0.623 2.613
H 0.646 1.664 1.509
H -2.357 0.919 -0.997
H -2.256 2.348 0.185
H -0.406 -1.185 1.096
H 0.701 -0.689 -0.566
H -1.169 -1.001 -0.396
S 1.898 -1.158 -1.304
H 1.393 -2.366 -1.588
*
```

Summary:
* SMILES string: C=C(C)N.S

natural (NBO) atomic charge list, values in e, 6 entries:
1 C -0.649
2 C 0.190
3 C -0.481
4 N -0.806
5 H 0.228
6 H 0.209

=====

b:
Here is a cluster of 2 separate species, C3H9NS in total from the OMol25 dataset. Energies are from ωB97M-V/def2-TZVPD.

The geometry in ORCA input format:
```
! wB97M-V def2-TZVPD RIJCOSX def2/J DEFGRID3
* xyz 0 1
C 0.800 1.247 -1.551
C 0.109 0.341 -0.548
C 1.417 -0.393 1.229
N 0.700 0.531 0.768
H 0.276 1.244 -2.506
H 0.861 2.259 -1.157
H 1.804 0.866 -1.738
H 0.178 -0.706 -0.865
H -0.956 0.571 -0.452
H 1.538 -1.341 0.697
H 1.919 -0.282 2.185
S -2.833 -1.983 1.597
H -2.440 -1.544 0.394
H -3.374 -0.812 1.945
*
```

Summary:
* SMILES string: C=NCC.S

natural (NBO) atomic charge list, values in e, 6 entries:
1 C -0.608
2 C -0.245
3 C -0.058
4 N -0.385
5 H 0.210
6 H 0.219

=====

c:
Here is a cluster of 2 separate species, C3H9NS in total from the OMol25 dataset. Energies are from ωB97M-V/def2-TZVPD.

The geometry in ORCA input format:
```
! wB97M-V def2-TZVPD RIJCOSX def2/J DEFGRID3
* xyz 0 1
C 0.888 5.548 -3.118
N 1.098 5.588 -1.860
H 0.142 6.170 -3.626
H 1.423 4.848 -3.751
H -0.123 -0.848 1.437
H 0.205 5.839 -1.428
C -0.246 -3.778 2.263
C -0.766 -3.206 0.942
S 0.158 -1.663 0.375
H 0.648 -4.348 2.005
H 0.053 -2.966 2.914
H -0.934 -4.464 2.745
H -0.732 -3.798 0.043
H -1.815 -2.921 1.060
*
```

Summary:
* SMILES string: C=N.CCS

natural (NBO) atomic charge list, values in e, 6 entries:
1 C -0.030
2 N -0.606
3 H 0.139
4 H 0.159
5 H 0.121
6 H 0.338

=====

Here are the energies relative to the best structure, in kJ/mol: a 0.0; b 9.0; c 74.9.

=====

a:
Here is the molecule C2H2N4O3 from the OMol25 dataset. Energies are from ωB97M-V/def2-TZVPD.

The geometry in ORCA input format:
```
! wB97M-V def2-TZVPD RIJCOSX def2/J DEFGRID3
* xyz 0 1
C 1.884 -0.141 -0.439
C -0.932 0.477 0.010
H 1.534 0.128 -1.465
H 1.432 0.227 1.560
N 1.247 0.434 0.577
N -2.066 0.855 -0.446
N -2.842 -0.302 -0.356
N -2.257 -1.231 0.178
O 2.865 -0.863 -0.314
O 0.113 1.218 0.212
O -0.979 -0.803 0.484
*
```

Summary:
* SMILES string: O=CNOc1nnno1

natural (NBO) atomic charge list, values in e, 6 entries:
1 C 0.488
2 C 0.717
3 H 0.139
4 H 0.425
5 N -0.329
6 N -0.350

=====

b:
Here is the molecule C2H2N4O3 from the OMol25 dataset. Energies are from ωB97M-V/def2-TZVPD.

The geometry in ORCA input format:
```
! wB97M-V def2-TZVPD RIJCOSX def2/J DEFGRID3
* xyz 0 1
C -0.136 1.031 -0.958
C 0.272 -1.173 0.334
H -0.406 2.881 -1.405
H 1.035 -2.861 -0.048
N -0.030 0.179 0.153
N -0.550 -0.411 2.155
N -0.159 -1.440 1.623
N 0.904 -1.925 -0.504
O -0.550 2.309 -0.603
O 0.079 0.706 -2.069
O -0.459 0.704 1.323
*
```

Summary:
* SMILES string: [H]/N=c1\nnon1C(=O)O

natural (NBO) atomic charge list, values in e, 6 entries:
1 C 0.884
2 C 0.453
3 H 0.512
4 H 0.362
5 N -0.208
6 N 0.196

=====

Here are the energies relative to the best structure, in kJ/mol: a 96.3; b 0.0.

=====

a:
Here is the molecule C3H4FI from the OMol25 dataset. Energies are from ωB97M-V/def2-TZVPD.

The geometry in ORCA input format:
```
! wB97M-V def2-TZVPD RIJCOSX def2/J DEFGRID3
* xyz 0 1
C 0.401 0.542 -0.280
C -0.456 -0.442 0.450
C -0.846 0.987 0.448
F -1.382 2.578 2.879
I -2.267 2.278 0.808
H 1.338 1.132 0.034
H 0.243 0.624 -1.274
H -1.141 -1.151 -0.016
H -0.191 -0.712 1.357
*
```

natural (NBO) atomic charge list, values in e, 6 entries:
1 C -0.451
2 C -0.451
3 C -0.191
4 F -0.724
5 I 0.873
6 H 0.254

=====

b:
Here is a structure of composition C3H4FI from the OMol25 dataset. Energies are from ωB97M-V/def2-TZVPD.

The geometry in ORCA input format:
```
! wB97M-V def2-TZVPD RIJCOSX def2/J DEFGRID3
* xyz 0 1
C -0.481 0.285 0.024
C 0.199 -0.763 0.799
C 0.848 0.289 -0.719
F 0.192 -2.032 0.328
I 2.290 1.740 -0.378
H -1.344 -0.152 -0.546
H -0.543 1.352 0.578
H 0.820 -0.617 1.558
H 0.953 -0.564 -1.380
*
```

natural (NBO) atomic charge list, values in e, 6 entries:
1 C -0.507
2 C 0.251
3 C -0.464
4 F -0.335
5 I 0.168
6 H 0.241

=====

Here are the energies relative to the best structure, in kJ/mol: a 215.4; b 0.0.

=====

a:
Here is the molecule C23H32N4O2 from the OMol25 dataset. Energies are from ωB97M-V/def2-TZVPD.

The geometry in ORCA input format:
```
! wB97M-V def2-TZVPD RIJCOSX def2/J DEFGRID3
* xyz 0 1
C -5.833 -2.478 -2.233
H -6.436 -1.586 -2.087
C -4.670 -2.515 -1.248
C -5.115 -2.703 0.203
C -6.007 -1.572 0.718
N -5.348 -0.289 0.630
C -5.765 0.670 -0.209
O -6.774 0.585 -0.885
C -4.899 1.930 -0.282
H -4.247 1.818 -1.155
H -5.584 2.753 -0.499
C -4.066 2.264 0.964
C -2.768 1.472 0.976
O -2.696 0.361 1.475
N -1.748 2.101 0.354
C -0.435 1.653 0.121
C 0.059 0.475 0.633
C 1.378 0.083 0.361
C 2.203 0.905 -0.450
N 3.473 0.598 -0.757
C 4.002 -0.523 -0.299
N 5.266 -0.814 -0.716
C 6.003 0.189 -1.458
H 5.280 0.833 -1.958
C 6.894 1.002 -0.518
C 7.839 0.071 0.238
C 7.039 -1.015 0.954
H 7.710 -1.727 1.438
C 6.147 -1.746 -0.054
H 5.582 -2.536 0.438
H 6.775 -2.213 -0.823
H 6.408 -0.561 1.722
H 8.431 0.638 0.960
H 8.530 -0.397 -0.468
H 7.462 1.736 -1.092
H 6.257 1.537 0.188
H 6.617 -0.326 -2.205
C 3.252 -1.407 0.528
C 1.960 -1.120 0.860
C 1.166 -2.044 1.729
H 0.277 -2.389 1.203
H 1.759 -2.909 2.014
H 0.842 -1.530 2.633
H 3.694 -2.319 0.896
C 1.671 2.111 -0.955
C 0.386 2.475 -0.675
H -0.015 3.400 -1.066
H 2.308 2.730 -1.566
H -0.574 -0.146 1.242
H -1.947 3.008 -0.047
H -3.848 3.333 0.975
H -4.636 2.021 1.862
H -4.447 -0.219 1.092
H -6.269 -1.766 1.765
H -6.926 -1.504 0.134
H -5.664 -3.642 0.298
H -4.227 -2.764 0.838
H -4.001 -3.339 -1.509
H -4.097 -1.589 -1.331
H -6.467 -3.354 -2.109
H -5.459 -2.468 -3.254
*
```

Summary:
* SMILES string: CCCCNC(=O)CCC(=O)Nc1ccc2nc(N3CCCCC3)cc(C)c2c1

natural (NBO) atomic charge list, values in e, 6 entries:
1 C -0.622
2 H 0.228
3 C -0.395
4 C -0.400
5 C -0.229
6 N -0.637

=====

b:
Here is a structure of composition C23H32N4O2 from the OMol25 dataset. Energies are from ωB97M-V/def2-TZVPD.

The geometry in ORCA input format:
```
! wB97M-V def2-TZVPD RIJCOSX def2/J DEFGRID3
* xyz 0 1
O -0.286 -0.930 -0.791
C 0.596 -0.057 -1.191
N 1.936 -0.190 -1.266
C 2.831 0.670 -1.639
H 2.894 1.289 -0.981
C 4.075 -0.066 -1.749
N 4.431 -0.794 -0.426
C 5.690 -0.364 -0.115
N 6.483 0.451 -0.758
C 7.756 0.662 -0.151
C 8.105 0.412 1.086
C 7.204 -0.530 1.671
C 6.093 -1.115 1.139
H 5.420 -1.491 1.830
H 7.598 -1.052 2.599
H 9.068 0.438 1.575
H 8.366 1.209 -0.687
C 3.450 -1.482 0.156
H 3.967 -2.318 0.270
C 2.251 -1.533 -0.727
H 1.423 -2.102 -0.417
H 2.433 -2.075 -1.572
H 3.170 -0.811 1.058
H 4.015 -0.633 -2.466
H 4.900 0.931 -2.257
H 2.572 1.220 -2.555
C 0.005 1.165 -1.582
C -1.416 1.788 -1.203
C -1.667 2.294 0.295
C -0.934 1.520 1.427
C -1.729 0.389 1.616
H -1.639 -0.456 0.723
C -3.196 0.622 1.869
N -3.760 1.178 0.689
C -4.653 0.774 -0.199
O -4.992 1.737 -1.081
C -5.054 -0.559 -0.221
C -4.359 -1.649 0.077
C -5.211 -2.866 -0.072
H -5.096 -3.479 -0.805
H -4.897 -3.504 1.012
C -6.778 -2.312 0.104
H -7.376 -2.930 0.620
H -7.108 -2.695 -1.099
C -6.648 -0.813 0.066
H -6.998 -0.347 -0.556
H -6.764 -0.732 1.201
H -3.163 -1.867 -0.316
C -3.046 2.661 0.385
H -3.309 3.259 1.434
H -3.545 3.109 -0.397
H -3.339 1.255 2.687
H -3.608 -0.277 1.884
H -1.282 -0.262 2.676
H -0.860 2.140 2.353
H 0.115 1.408 1.348
H -1.117 3.246 0.044
H -2.010 2.264 -1.869
H -1.964 0.776 -1.133
H 0.233 1.399 -2.376
H 0.724 2.026 -1.235
*
```

natural (NBO) atomic charge list, values in e, 6 entries:
1 O -0.693
2 C 0.677
3 N -0.404
4 C -0.218
5 H 0.175
6 C -0.155

=====

Here are the energies relative to the best structure, in kJ/mol: a 0.0; b 2118.9.